{"formula": "C22H31N3O3", "method": "ωB97M-V/def2-TZVPD", "smiles": "CCOC(=O)c1cc(-c2ccc(C)cc2)n(CCC(=O)NCCN(C)C)c1C", "charge": 0, "homo_lumo_gap_ev": 8.48, "e_above_lowest_kcal_mol": 40.2, "species": ["C", "C", "H", "H", "O", "C", "O", "C", "C", "N", "C", "C", "H", "C", "C", "C", "C", "C", "C", "H", "H", "C", "H", "H", "H", "H", "H", "C", "H", "H", "C", "C", "O", "N", "H", "C", "H", "C", "N", "C", "H", "H", "H", "C", "H", "H", "H", "H", "H", "H", "H", "H", "C", "H", "H", "H", "H", "H", "H"], "xyz": [[3.772, -3.594, -3.097], [3.319, -3.553, -1.644], [2.567, -4.329, -1.464], [4.163, -3.689, -0.965], [2.768, -2.286, -1.304], [1.473, -2.083, -1.614], [0.779, -2.935, -2.132], [1.030, -0.756, -1.223], [-0.216, -0.196, -1.468], [-0.226, 1.054, -0.932], [0.991, 1.307, -0.334], [1.783, 0.204, -0.498], [2.794, 0.087, -0.165], [1.339, 2.572, 0.308], [1.916, 2.567, 1.576], [2.264, 3.752, 2.189], [2.059, 4.975, 1.558], [1.505, 4.976, 0.286], [1.151, 3.792, -0.335], [0.748, 3.817, -1.338], [1.350, 5.914, -0.230], [2.442, 6.252, 2.241], [2.132, 7.116, 1.658], [3.523, 6.298, 2.377], [1.982, 6.310, 3.226], [2.699, 3.734, 3.179], [2.059, 1.627, 2.084], [-1.411, 1.855, -0.739], [-2.243, 1.341, -1.223], [-1.293, 2.828, -1.225], [-1.711, 2.078, 0.756], [-1.283, 0.905, 1.639], [-0.627, 1.059, 2.647], [-1.704, -0.297, 1.209], [-2.280, -0.400, 0.388], [-1.342, -1.547, 1.832], [-1.040, -1.338, 2.861], [-2.546, -2.486, 1.797], [-3.025, -2.658, 0.430], [-4.422, -3.049, 0.400], [-5.022, -2.292, 0.904], [-4.748, -3.115, -0.638], [-4.605, -4.021, 0.882], [-2.214, -3.608, -0.311], [-1.189, -3.253, -0.382], [-2.606, -3.701, -1.321], [-2.213, -4.605, 0.155], [-3.350, -2.034, 2.384], [-2.279, -3.448, 2.265], [-0.490, -1.989, 1.303], [-2.780, 2.252, 0.890], [-1.175, 2.952, 1.125], [-1.344, -0.768, -2.249], [-0.994, -1.678, -2.728], [-2.194, -1.032, -1.620], [-1.679, -0.069, -3.017], [2.915, -3.473, -3.754], [4.482, -2.792, -3.291], [4.246, -4.549, -3.306]], "atomic_forces_ev_per_a": [[-0.2, 0.2, 0.3], [0.1, -0.6, -0.2], [0.2, 0.1, 0.0], [-0.1, 0.0, -0.1], [0.0, 0.4, 0.1], [-0.2, -0.2, -0.1], [0.1, 0.0, 0.0], [-0.3, 0.4, 0.1], [0.3, -0.5, -0.3], [0.3, -0.1, -0.3], [0.5, -0.3, 0.0], [-0.2, 0.1, 0.0], [0.2, 0.1, 0.1], [0.1, 0.3, 0.1], [-0.1, 0.0, -0.1], [0.0, 0.1, -0.1], [0.0, 0.0, 0.0], [0.0, 0.1, 0.1], [0.0, -0.1, 0.0], [0.0, 0.0, -0.1], [0.0, 0.1, 0.0], [0.0, 0.0, 0.0], [0.0, 0.1, 0.0], [0.1, 0.1, 0.0], [0.0, 0.1, 0.1], [0.0, 0.0, 0.1], [0.0, -0.1, 0.1], [-0.4, 0.3, 0.2], [0.1, 0.0, 0.0], [-0.1, -0.2, 0.0], [0.2, 0.0, 0.1], [-0.4, 0.3, -0.3], [0.3, 0.1, 0.4], [-0.3, -0.4, 0.0], [0.0, 0.1, 0.0], [-0.1, -0.2, 0.2], [0.0, -0.1, -0.1], [0.2, 0.2, 0.0], [-0.1, 0.0, 0.1], [0.0, 0.1, 0.0], [-0.1, 0.0, 0.0], [-0.1, 0.0, 0.0], [0.0, 0.0, 0.0], [0.0, 0.1, 0.0], [0.1, 0.0, -0.1], [0.1, 0.0, -0.1], [0.0, 0.0, 0.0], [0.0, 0.0, 0.0], [-0.1, 0.0, 0.0], [0.0, 0.0, 0.1], [0.0, 0.0, 0.0], [-0.1, -0.1, 0.0], [0.0, 0.0, 0.0], [-0.1, 0.0, 0.0], [-0.1, 0.0, 0.0], [-0.1, 0.0, 0.0], [0.0, 0.0, -0.1], [0.1, 0.0, 0.0], [0.1, -0.1, -0.1]], "mulliken_charge": [-1.110, -0.262, 0.289, 0.313, -0.333, -0.265, -0.672, 1.055, 0.774, 0.291, -0.336, -0.785, 0.648, 0.327, -0.482, -1.079, 1.137, -0.899, 0.007, 0.509, 0.307, -1.441, 0.354, 0.316, 0.333, 0.369, 0.426, -1.171, 0.509, 0.391, -0.688, 0.573, -0.718, 0.151, 0.171, -0.537, 0.405, -0.940, 0.524, -1.160, 0.353, 0.290, 0.371, -1.224, 0.244, 0.362, 0.350, 0.392, 0.395, 0.058, 0.507, 0.389, -1.842, 0.378, 0.300, 0.388, 0.304, 0.300, 0.384]}